one.
Molecular formula: C2H9NO
Method: DFT, the ωB97M-V functional and the def2-TZVPD basis

Values from the calculation:
Total charge ... 0
LUMO level ... 0.9342 eV
Gap between HOMO and LUMO ... 10.127 eV
SMILES ... CN.CO

Cartesian coordinates (Å):
C: -1.98772 0.46862 0.07538
N: -1.72802 -0.98266 -0.14762
H: -3.03086 0.80398 -0.15075
H: -1.75533 0.97436 1.08361
H: -1.33962 1.02965 -0.69749
H: -0.74200 -1.00394 0.22795
H: -2.38067 -1.55571 0.34898
C: 2.17058 0.39491 -0.01153
O: 1.73871 -0.91806 0.20442
H: 2.01307 0.99826 0.88851
H: 3.29843 0.33504 -0.31207
H: 1.74083 0.84559 -0.99130
H: 2.00260 -1.39004 -0.51810

two.
Molecular formula: C2H9NO
Method: DFT, the ωB97M-V functional and the def2-TZVPD basis

Values from the calculation:
Total charge ... 0
LUMO level ... 1.0737 eV
Gap between HOMO and LUMO ... 11.135 eV
SMILES ... [H][H].C1CO1.N

Cartesian coordinates (Å):
H: -1.43303 0.14099 -7.29919
H: -1.49149 0.32901 -6.57569
C: -0.18945 0.03416 0.68723
C: -0.39937 -1.07392 -0.29935
O: 0.18756 -1.29818 0.96099
H: 0.17146 0.92506 0.20687
H: -1.11285 0.26229 1.20558
H: 0.20215 -1.26153 -1.16779
H: -1.42577 -1.42741 -0.36704
N: 1.08662 0.87000 3.22249
H: 1.60720 0.65646 4.06436
H: 1.48517 1.70549 2.80375
H: 1.31180 0.13757 2.55779

three.
Molecular formula: C2H9NO
Method: DFT, the ωB97M-V functional and the def2-TZVPD basis

Values from the calculation:
Total charge ... 0
LUMO level ... 1.0189 eV
Gap between HOMO and LUMO ... 10.348 eV
SMILES ... COC.N

Cartesian coordinates (Å):
C: -0.71821 -1.22788 1.02319
O: -0.37546 -0.00398 0.46999
C: -0.34173 1.37636 0.62235
H: -0.02094 -1.47623 1.82693
H: -0.70553 -1.97011 0.23364
H: -1.70870 -1.18097 1.47072
H: -1.22416 1.70333 1.19311
H: -0.28512 1.83504 -0.35207
H: 0.51495 1.62997 1.25328
N: 1.34542 -0.09906 -1.90292
H: 2.02480 -0.73500 -2.27756
H: 0.63002 -0.59651 -1.39355
H: 0.93277 0.50649 -2.58979

Energies relative to the minimum, kcal/mol: one 0.0; two 39.6; three 3.7

one.
Molecular formula: C36H33BaN5O8S
Method: DFT, the ωB97M-V functional and the def2-TZVPD basis

Values from the calculation:
Total charge ... -2
LUMO level ... 4.0072 eV
Gap between HOMO and LUMO ... 5.034 eV

Cartesian coordinates (Å):
Ba: -0.33973 -0.60317 -0.28210
O: 3.51245 2.05229 -0.04913
C: 2.71501 1.13711 0.22313
O: 2.00768 0.51314 -0.62374
C: 2.55748 0.80011 1.71719
C: 1.28113 1.41663 2.32485
C: 1.44847 1.51482 3.85161
C: 1.21496 0.04163 4.27957
C: 1.04947 -0.63738 2.91613
O: 0.29819 0.37196 2.20003
C: 2.39898 -0.68508 2.18273
C: 2.53888 -1.81071 1.12291
O: 3.69595 -2.17241 0.88699
O: 1.46469 -2.29496 0.65070
H: 3.42761 1.25026 2.19256
H: 0.91912 2.31945 1.83980
H: 0.70170 2.18169 4.28274
H: 2.43787 1.88723 4.11652
H: 0.29450 -0.05777 4.85545
H: 2.03705 -0.38136 4.85712
H: 0.49889 -1.57428 2.90950
H: 3.19564 -0.89552 2.89824
O: -3.84134 -0.42460 2.54836
S: -3.45104 -0.51801 1.15669
O: -2.66197 -1.68334 0.79457
N: -2.66077 0.70416 0.59369
C: -2.95176 2.02483 0.76816
C: -4.08885 2.55773 1.34667
C: -4.28069 3.94790 1.43060
C: -3.35699 4.83562 0.95579
C: -2.16828 4.34046 0.36832
C: -1.15073 5.18448 -0.12944
C: -0.01870 4.64459 -0.66512
C: 0.10589 3.24191 -0.70937
N: -0.81790 2.42648 -0.26405
C: -1.95546 2.94613 0.27218
C: -4.97068 -0.62236 0.22928
C: -5.01670 -0.15441 -1.07592
C: -6.20139 -0.24647 -1.79159
C: -7.32455 -0.81640 -1.21001
C: -7.26893 -1.28619 0.09665
C: -6.09219 -1.18280 0.82448
H: -4.83940 1.89098 1.74865
H: -5.19321 4.31492 1.88713
H: -3.51162 5.90613 1.02231
H: -1.28430 6.25955 -0.06946
H: 0.78553 5.26321 -1.04184
H: 1.00640 2.77998 -1.10062
H: -4.12746 0.26054 -1.53341
H: -6.23769 0.10274 -2.81401
H: -8.23664 -0.90984 -1.78620
H: -8.14467 -1.73543 0.54999
H: -6.03031 -1.52557 1.84891
N: -0.00774 0.79644 -3.51800
C: 1.13499 0.99328 -3.46168
N: 2.42578 1.24183 -3.44134
C: 3.42708 0.20028 -3.23880
C: 4.52380 0.41918 -4.26363
O: 5.06734 1.73222 -4.17028
C: 4.07579 2.73012 -4.34450
C: 2.95937 2.59152 -3.32315
H: 2.96342 -0.77795 -3.35221
H: 3.81849 0.28409 -2.22241
H: 4.12717 0.25802 -5.27672
H: 5.35180 -0.26764 -4.09096
H: 3.65659 2.66108 -5.35966
H: 4.58182 3.69005 -4.23355
H: 2.16557 3.31352 -3.51791
H: 3.34381 2.72533 -2.30474
C: -1.13555 -2.42243 -2.77182
C: -2.44375 -2.31925 -3.18571
C: -3.50624 -3.11581 -2.61595
C: -4.78554 -3.06651 -3.08266
C: -5.15858 -2.20512 -4.14246
C: -4.15413 -1.35801 -4.66800
C: -2.86839 -1.39507 -4.21243
C: -6.49495 -2.13646 -4.59833
N: -7.59343 -2.08151 -4.96772
H: -0.34351 -1.91361 -3.30933
H: -0.84959 -3.21469 -2.08536
H: -3.26242 -3.77329 -1.78884
H: -5.54650 -3.68816 -2.62244
H: -4.42066 -0.65478 -5.45089
H: -2.12884 -0.71908 -4.62553

two.
Molecular formula: C36H33BaN5O8S
Method: DFT, the ωB97M-V functional and the def2-TZVPD basis

Values from the calculation:
Total charge ... -2
LUMO level ... 3.9646 eV
Gap between HOMO and LUMO ... 5.153 eV

Cartesian coordinates (Å):
Ba: 1.06615 1.84155 0.20157
O: 3.30762 4.95994 2.34712
C: 2.82333 3.86197 2.04719
O: 2.51426 3.43999 0.89740
C: 2.51708 2.90474 3.24072
C: 0.99866 2.71771 3.45090
C: 0.76347 2.19233 4.88091
C: 1.25180 0.72688 4.73817
C: 1.63345 0.68550 3.24479
O: 0.67466 1.57244 2.66208
C: 2.96676 1.42368 3.04611
C: 3.59686 1.13823 1.64326
O: 4.80420 1.35199 1.52076
O: 2.80668 0.64018 0.78453
H: 2.97939 3.36588 4.11141
H: 0.38533 3.57177 3.16815
H: 1.32279 2.76101 5.62330
H: -0.29540 2.23882 5.14063
H: 2.10730 0.49904 5.37444
H: 0.45554 0.01423 4.95980
H: 1.58426 -0.28804 2.76588
H: 3.71178 1.15092 3.79281
O: 0.02885 3.84118 -0.31733
S: -1.30367 3.61828 0.19320
O: -1.63103 4.21798 1.46710
N: -1.56663 2.06504 0.12829
C: -2.79053 1.50990 0.35583
C: -3.99217 2.19021 0.56422
C: -5.19814 1.51331 0.78108
C: -5.26566 0.14537 0.77874
C: -4.08837 -0.59775 0.54864
C: -4.06815 -2.00913 0.51411
C: -2.89153 -2.66821 0.29324
C: -1.71950 -1.91000 0.10409
N: -1.70042 -0.60348 0.12901
C: -2.84926 0.06902 0.34415
C: -2.33214 4.41791 -1.05060
C: -2.33752 3.88277 -2.33007
C: -3.06626 4.50829 -3.32865
C: -3.78277 5.66448 -3.04530
C: -3.76065 6.20205 -1.76572
C: -3.02933 5.57866 -0.76477
H: -3.98663 3.26808 0.58005
H: -6.09653 2.09413 0.96063
H: -6.19680 -0.37790 0.96557
H: -4.99706 -2.54929 0.66531
H: -2.84827 -3.74998 0.27082
H: -0.76310 -2.38937 -0.06741
H: -1.76524 2.98166 -2.51562
H: -3.07210 4.10006 -4.33136
H: -4.36608 6.14416 -3.82208
H: -4.31254 7.10928 -1.55168
H: -2.99383 5.97305 0.24337
N: 1.40252 -2.04966 0.97105
C: 1.72939 -3.10193 0.62872
N: 2.10843 -4.32031 0.23557
C: 1.82032 -4.76629 -1.12465
C: 2.74867 -5.92574 -1.44547
O: 2.62429 -6.97350 -0.48700
C: 2.93833 -6.50813 0.81298
C: 2.00414 -5.38248 1.22864
H: 1.97914 -3.94451 -1.82332
H: 0.77856 -5.10360 -1.21065
H: 3.78614 -5.56995 -1.46319
H: 2.49460 -6.35713 -2.41154
H: 3.97513 -6.14696 0.84005
H: 2.83101 -7.36067 1.48435
H: 2.28198 -4.98487 2.20396
H: 0.97668 -5.76953 1.28392
C: 0.55117 0.95294 -2.92854
C: 0.91143 -0.33369 -3.27548
C: 2.25142 -0.69127 -3.66697
C: 2.59360 -1.96493 -4.00663
C: 1.63788 -3.01590 -4.00391
C: 0.30686 -2.68447 -3.64435
C: -0.04252 -1.41405 -3.29777
C: 1.99131 -4.33337 -4.33376
N: 2.27429 -5.43175 -4.58715
H: -0.50646 1.17493 -2.82518
H: 1.20209 1.78073 -3.19405
H: 3.00664 0.08645 -3.65177
H: 3.61559 -2.19943 -4.28469
H: -0.43950 -3.47276 -3.65213
H: -1.06605 -1.19866 -3.00984

Energies relative to the minimum, kcal/mol: one 0.0; two 78.5